[1]
ORCA calculation (the ωB97M-V functional and the def2-TZVPD basis) on 11 unconnected molecules or ions with the total composition H22O11.

Positions of all 33 atoms, in Å:
O (0.388, -1.369, -2.588)
O (-2.726, -3.391, 1.196)
O (-0.162, -2.129, 1.664)
O (0.562, -0.071, -0.109)
O (-0.238, -4.128, -2.154)
O (-1.431, 0.725, 2.556)
O (3.235, 0.383, 0.803)
O (-1.196, 3.620, -0.923)
O (-3.156, 2.016, 0.479)
O (1.387, 2.779, 0.089)
O (3.100, 0.828, -2.032)
H (0.282, -1.622, 2.353)
H (0.041, -3.045, 1.897)
H (-3.943, 2.358, 0.912)
H (-1.137, 1.474, 3.087)
H (-3.236, -2.715, 0.742)
H (3.551, 0.259, -0.103)
H (2.280, 0.257, 0.729)
H (0.012, -3.828, -1.276)
H (2.228, 0.635, -2.394)
H (0.357, -0.894, 0.369)
H (-2.566, 1.759, 1.197)
H (1.675, 3.680, -0.090)
H (-0.272, 3.341, -0.891)
H (2.194, 2.242, 0.080)
H (-0.005, 0.595, 0.302)
H (-0.007, -3.381, -2.722)
H (-1.674, 2.929, -0.447)
H (-0.462, -1.136, -2.974)
H (-0.832, 0.015, 2.791)
H (0.378, -0.957, -1.710)
H (3.326, 1.698, -2.373)
H (-1.955, -2.930, 1.543)

Calculated values
ΔE to the lowest compared entry with this formula, charge and spin	1.351	eV
total charge	0
HOMO energy	-10.7	eV
E_tot	-840.83047	a.u.
frontier orbital gap	10.0	eV
SMILES	O.O.O.O.O.O.O.O.O.O.O

---

[2]
ORCA calculation (the ωB97M-V functional and the def2-TZVPD basis) on 11 unconnected molecules or ions with the total composition H22O11 in a non-equilibrium geometry.

Positions of all 33 atoms, in Å:
O (44.152, 50.403, 22.822)
O (43.833, 50.848, 28.188)
O (47.479, 48.147, 26.433)
O (49.399, 51.179, 28.255)
O (45.253, 52.822, 24.114)
O (48.662, 48.907, 24.036)
O (49.160, 51.378, 25.107)
O (46.132, 47.629, 28.589)
O (45.834, 51.086, 26.212)
O (43.012, 52.830, 25.809)
O (46.772, 53.413, 26.759)
H (49.024, 51.099, 27.391)
H (47.738, 53.518, 26.691)
H (46.684, 52.349, 26.656)
H (46.498, 46.840, 28.877)
H (46.895, 47.532, 25.941)
H (46.684, 50.423, 26.071)
H (44.506, 53.118, 24.826)
H (50.133, 51.537, 25.210)
H (42.527, 52.068, 25.963)
H (48.254, 47.916, 26.899)
H (43.970, 51.596, 28.866)
H (49.172, 50.498, 24.708)
H (44.667, 51.137, 23.278)
H (44.442, 50.890, 27.434)
H (42.518, 53.607, 25.484)
H (46.513, 48.087, 27.780)
H (44.026, 49.593, 23.396)
H (48.177, 48.977, 24.844)
H (45.498, 51.357, 25.345)
H (49.516, 52.115, 28.587)
H (48.073, 48.776, 23.336)
H (45.329, 53.124, 23.229)

Calculated values
ΔE to the lowest compared entry with this formula, charge and spin	3.743	eV
total charge	0
HOMO energy	-10.0	eV
E_tot	-840.74259	a.u.
frontier orbital gap	9.7	eV
SMILES	O.O.O.O.O.O.O.O.O.O.O

---

[3]
ORCA calculation (the ωB97M-V functional and the def2-TZVPD basis) on 11 unconnected molecules or ions with the total composition H22O11.

Positions of all 33 atoms, in Å:
O (3.928, 0.682, -1.136)
O (-5.607, -0.471, 0.585)
O (3.114, 0.203, 1.422)
O (0.849, 4.664, 1.281)
O (4.403, -3.190, -0.454)
O (-3.099, 1.643, 0.413)
O (-3.376, -0.606, -2.114)
O (0.755, 3.103, -1.653)
O (-0.342, -2.190, 2.732)
O (0.343, 0.423, -0.305)
O (-0.516, -3.758, -0.528)
H (3.773, 1.214, -0.348)
H (-5.781, -0.776, -0.313)
H (-0.075, 2.797, -1.270)
H (0.654, -0.474, -0.137)
H (-3.507, 1.410, -0.428)
H (3.315, 1.144, 1.366)
H (-1.159, -4.265, -0.018)
H (-3.463, -1.535, -1.871)
H (-0.294, -4.335, -1.267)
H (-2.685, -0.604, -2.786)
H (-3.735, 1.343, 1.073)
H (1.404, 2.458, -1.352)
H (0.817, 4.399, 0.355)
H (1.606, 5.259, 1.329)
H (-4.651, -0.545, 0.677)
H (4.013, -2.364, -0.762)
H (-0.589, 0.398, -0.062)
H (-1.035, -1.612, 3.070)
H (3.704, -3.841, -0.580)
H (4.631, 1.151, -1.601)
H (0.452, -1.899, 3.193)
H (2.152, 0.173, 1.486)

Calculated values
ΔE to the lowest compared entry with this formula, charge and spin	2.269	eV
total charge	0
HOMO energy	-11.1	eV
E_tot	-840.79673	a.u.
frontier orbital gap	11.0	eV
SMILES	O.O.O.O.O.O.O.O.O.O.O

---

[4]
ORCA calculation (the ωB97M-V functional and the def2-TZVPD basis) on 11 unconnected molecules or ions with the total composition H22O11.

Positions of all 33 atoms, in Å:
O (-0.295, 0.123, -0.278)
O (2.763, -1.926, -0.860)
O (2.661, 0.679, 0.149)
O (-2.152, -0.860, -2.295)
O (-1.621, 2.733, -1.230)
O (1.980, 2.133, 2.608)
O (-2.235, -2.506, 1.105)
O (-1.445, 0.490, 2.325)
O (-3.179, 3.012, 2.088)
O (2.215, -0.771, -3.373)
O (0.078, -2.963, -1.157)
H (2.498, 2.941, 2.589)
H (3.275, 1.151, -0.423)
H (-0.977, 0.427, 3.165)
H (3.723, -2.030, -0.826)
H (-2.585, 2.315, 1.785)
H (-3.977, 2.560, 2.372)
H (0.647, 0.256, -0.114)
H (2.115, 1.723, 1.744)
H (-0.997, 2.097, -0.863)
H (-0.713, 0.272, 0.585)
H (2.413, -1.067, -2.470)
H (-0.445, -2.340, -0.635)
H (0.561, -3.474, -0.502)
H (-1.889, -0.416, -1.481)
H (-1.633, -2.185, 1.785)
H (2.418, -2.760, -1.200)
H (-2.269, 0.011, 2.463)
H (2.839, -0.262, -0.010)
H (-1.427, -0.685, -2.900)
H (1.793, 0.086, -3.271)
H (-1.169, 3.121, -1.984)
H (-2.970, -1.886, 1.110)

Calculated values
ΔE to the lowest compared entry with this formula, charge and spin	1.637	eV
total charge	0
HOMO energy	-10.5	eV
E_tot	-840.81999	a.u.
frontier orbital gap	10.2	eV
SMILES	O.O.O.O.O.O.O.O.O.O.O

---

Q: Which value of frontier orbital gap does entry 2 give?
A: 9.7 eV